w | Here is a cluster of 2 separate species, C8H14N2 in total from the OMol25 dataset. Energies are from wB97M-V/def2-TZVPD.

HOMO level (Eh): -0.397
SMILES: CCCC#N.CCCC#N
Multiplicity: 1
Orbital gap (eV): 11.0

Each line ends with the Löwdin charge.
Positions of all 24 atoms, in Å:
C -2.164 0.691 -0.297  -0.0528
C -1.339 -0.060 0.800  -0.3369
C -2.144 -0.677 1.897  -0.1661
C -3.184 0.201 2.459  -0.2353
N -3.988 0.914 2.836  0.1434
H -2.714 0.010 -0.945  0.0821
H -1.442 1.238 -0.904  0.0712
H -2.855 1.464 0.038  0.0744
H -0.535 0.583 1.160  0.0944
H -0.705 -0.804 0.317  0.0313
H -1.582 -1.177 2.686  0.1238
H -2.719 -1.419 1.343  0.1238
C 0.903 -0.424 0.156  -0.1240
C 2.070 -0.627 -0.913  -0.1816
C 2.719 0.657 -1.480  -0.2190
C 3.654 0.514 -2.556  -0.2242
N 4.510 0.391 -3.385  0.1290
H -0.074 -0.176 -0.257  0.0087
H 1.077 0.013 1.140  0.1039
H 0.783 -1.470 0.439  0.0973
H 1.621 -1.186 -1.734  0.1115
H 2.880 -1.191 -0.451  0.1052
H 3.335 1.174 -0.744  0.1214
H 1.894 1.358 -1.605  0.1184

x | Here is a cluster of 2 separate species, C8H14N2 in total from the OMol25 dataset. Energies are from wB97M-V/def2-TZVPD.

HOMO level (alpha / beta) (Eh): -0.280 / -0.280
Multiplicity: 1
Orbital gap (alpha / beta) (eV): 8.3 / 8.3

Each line ends with the Löwdin charge.
Positions of all 24 atoms, in Å:
C -3.085 0.700 -0.504  -0.1029
C -3.165 -0.735 -0.301  -0.1033
C -1.934 1.130 0.086  -0.1215
C -2.085 -1.121 0.429  -0.1123
C 2.308 1.392 0.238  -0.0304
C 2.085 -1.217 0.475  -0.1281
C 0.708 -0.189 -1.352  -0.0690
C 1.481 0.070 -0.114  -0.3126
N -1.393 0.014 0.669  -0.2687
N -0.177 0.015 1.336  0.0754
H -3.662 1.406 -1.135  0.0987
H -3.955 -1.427 -0.530  0.0825
H -1.441 2.088 0.091  0.1157
H -1.824 -2.082 0.829  0.1155
H 1.930 1.815 1.109  0.0311
H 3.272 0.935 0.530  0.0755
H 2.467 2.126 -0.529  0.0643
H 1.319 -1.973 0.556  0.0489
H 2.280 -1.104 1.602  0.1003
H 2.929 -1.698 -0.143  0.1102
H 1.055 -1.242 -1.492  0.0795
H -0.326 -0.182 -1.423  0.0346
H 1.222 0.341 -2.280  0.1303
H -0.008 0.940 1.853  0.0864

Pick w: it beats the second-best structure by 0.080 eV.